Below is a single C2H6N2O2S molecule, with properties calculated with ωB97M-V with the def2-TZVPD basis set.

```
13
Properties=species:S:1:pos:R:3:forces:R:3
C 1.216 0.568 0.743 -0.33 -2.03 2.29
C -0.332 0.723 0.692 0.02 0.24 -0.22
N 1.763 -0.140 -0.402 0.61 0.14 1.47
N -1.755 -0.453 -1.298 -0.87 0.69 -1.07
O 1.049 0.202 -1.496 -1.87 1.14 -0.84
O -1.854 -1.584 -0.482 -1.12 -1.05 -1.08
S -0.744 0.674 -1.061 0.92 -1.57 -0.33
H 1.371 1.594 0.710 2.27 1.79 0.02
H 1.602 0.009 1.733 -0.92 1.65 -2.16
H -0.780 -0.082 1.228 -0.96 -0.52 0.05
H -0.791 1.730 0.977 1.13 -1.35 0.11
H 1.782 -1.150 -0.289 -0.48 -0.03 0.18
H -2.527 -2.091 -1.055 1.59 0.90 1.59
```
Forces are in eV/Å.

The spin multiplicity is 1. As for the energy above the lowest of the compared OMol25 structures with the same formula, charge and spin: 605.8 kJ/mol. Its net charge is 0. The LUMO energy comes out at 0.671 eV. For the orbital gap, the calculation gives 0.3168 hartree.



Below is a single C2H2F2O molecule, with properties calculated with ωB97M-V with the def2-TZVPD basis set.

```
7
Properties=species:S:1:pos:R:3:forces:R:3
C -0.472 1.244 -0.153 1.03 -1.51 -0.64
C 0.389 -1.215 0.115 -0.45 1.70 0.33
O -0.290 -0.067 0.114 -0.33 -0.10 0.23
F 0.631 1.956 -0.474 -0.19 -0.42 0.27
F -0.400 -2.273 0.312 -0.02 0.18 -0.13
H -1.177 1.756 0.477 -0.04 -0.06 0.28
H 1.318 -1.402 -0.391 0.01 0.22 -0.33
```
Forces are in eV/Å.

The spin multiplicity is 1. As for the energy above the lowest of the compared OMol25 structures with the same formula, charge and spin: 344.1 kJ/mol. Its net charge is 0. The LUMO energy (spin up / spin down) comes out at 0.755 / 0.548 eV. For the orbital gap (spin up / spin down), the calculation gives 0.3328 / 0.3151 hartree.



Below is C18H41IrN2P3S2 as an isolated structure, with properties calculated with ωB97M-V with the def2-TZVPD basis set.

```
67
Properties=species:S:1:pos:R:3:forces:R:3
Ir -0.378 0.469 -0.815 -1.35 0.34 3.55
P 0.112 -1.660 -1.275 0.72 -0.51 -0.59
P 1.076 2.004 -1.243 0.97 -0.07 -0.23
P -2.053 0.844 -2.232 -0.08 0.17 -0.60
H -1.751 0.017 3.100 -0.76 -0.45 -0.28
C -2.306 -0.598 2.365 0.68 1.47 0.29
C -1.632 -1.449 1.629 0.44 -1.31 -2.03
H -0.540 -1.632 1.690 -1.12 0.08 0.49
C 0.966 -2.829 -0.237 0.30 -0.27 -0.04
C 1.240 -1.417 -2.667 0.04 -0.57 -0.30
C -1.308 -2.590 -1.875 0.02 -0.55 -0.05
C 0.808 3.527 -0.295 0.36 0.29 -0.65
C 2.727 1.440 -0.849 0.71 0.69 -0.17
C 1.080 2.353 -3.004 0.49 0.66 0.12
C -3.623 -0.024 -1.954 -0.57 -0.06 -0.12
C -1.528 0.294 -3.875 -0.40 0.10 -0.27
C -2.315 2.638 -2.534 -0.42 0.08 -0.17
H -3.312 -0.306 2.086 -0.17 -0.39 0.52
H -2.119 -1.992 0.775 0.28 0.41 1.07
H 0.318 -3.199 0.560 0.20 -0.04 -0.07
H 1.904 -2.419 0.152 -0.44 -0.20 -0.10
H 1.199 -3.636 -0.939 0.03 -0.20 0.31
H 2.116 -0.820 -2.391 -0.23 -0.36 0.01
H 0.752 -0.939 -3.520 0.11 -0.24 0.13
H 1.537 -2.439 -2.917 0.32 0.14 -0.52
H -2.186 -2.494 -1.231 0.26 -0.07 -0.08
H -0.954 -3.625 -1.850 -0.44 -0.11 -0.25
H -1.586 -2.312 -2.892 0.08 -0.20 0.18
H 1.238 4.299 -0.936 0.02 0.50 0.49
H 1.344 3.423 0.657 -0.11 0.19 -0.26
H -0.253 3.731 -0.095 0.39 0.00 -0.21
H 3.340 1.985 -1.570 0.67 -0.19 0.30
H 2.868 0.359 -0.977 -0.14 0.48 -0.10
H 2.951 1.748 0.181 0.15 -0.11 -0.35
H 1.909 3.066 -3.061 -0.11 0.09 -0.78
H 0.141 2.823 -3.334 0.54 -0.16 0.07
H 1.312 1.442 -3.579 -0.02 0.47 0.23
H -4.422 0.706 -1.809 -0.12 -0.20 -0.27
H -3.605 -0.661 -1.058 0.18 0.20 -0.30
H -3.837 -0.649 -2.832 -0.15 0.17 0.24
H -2.377 0.551 -4.516 0.21 -0.13 -0.29
H -1.352 -0.783 -3.926 -0.05 0.39 -0.12
H -0.646 0.857 -4.195 -0.26 -0.23 -0.04
H -3.377 2.857 -2.419 -0.02 0.18 -0.18
H -2.023 2.868 -3.567 -0.17 0.03 0.24
H -1.750 3.286 -1.849 -0.12 -0.31 -0.21
C -4.469 2.799 0.954 -1.58 0.68 0.71
C -4.732 4.203 0.864 -0.51 0.13 0.17
C -5.939 4.712 1.325 0.52 -0.23 -0.20
C -6.904 3.832 1.889 0.06 -0.28 0.13
C -6.611 2.453 2.082 0.60 -0.55 -0.22
C -5.406 1.939 1.610 -0.92 0.28 0.42
S -3.186 2.013 0.316 0.96 0.07 0.28
H -0.294 1.669 0.277 -1.19 -0.59 -0.43
H -3.955 4.811 0.420 -0.21 0.31 0.02
H -6.148 5.790 1.259 0.10 -0.65 -0.01
H -7.891 4.210 2.193 0.58 -0.10 -0.11
H -7.310 1.764 2.591 0.35 0.67 -0.41
H -5.115 0.893 1.693 -0.50 0.14 0.20
N 1.370 -1.381 3.276 0.35 0.33 -0.25
C 1.755 -0.617 2.237 -0.05 -0.88 0.46
N 2.828 -1.045 1.540 0.01 0.75 0.12
S 0.795 0.738 1.834 0.49 -0.30 0.12
H 1.960 -2.126 3.632 -0.15 0.13 0.00
H 0.582 -1.097 3.850 0.33 0.00 -0.19
H 3.199 -0.459 0.790 -0.14 -0.33 0.75
H 3.436 -1.754 1.938 -0.02 0.21 -0.17
```
Forces are in eV/Å.

Its expectation value of S² is 6.03. The spin multiplicity is 5. As for the energy above the lowest of the compared OMol25 structures with the same formula, charge and spin: 287.4 kJ/mol. Its net charge is +3. The LUMO energy (spin up / spin down) comes out at -8.760 / -11.950 eV. For the orbital gap (spin up / spin down), the calculation gives 0.2218 / 0.1820 hartree.



Below is C4H9NO2 as an isolated structure, with properties calculated with ωB97M-V with the def2-TZVPD basis set.

```
16
Properties=species:S:1:pos:R:3:forces:R:3
C 0.645 0.966 0.623 -0.15 -0.11 -0.40
C 0.244 -0.995 -0.872 -0.33 0.49 0.24
C -0.657 1.513 0.629 0.05 0.04 0.02
N 0.226 -2.161 -0.065 0.00 -0.02 0.07
C -1.183 0.197 -0.243 0.55 -0.24 -0.09
O 1.608 1.576 -0.072 -0.25 -0.22 0.12
O -1.969 -0.560 0.360 0.16 0.05 0.06
H 2.389 1.013 -0.155 -0.06 0.03 0.04
H 0.918 0.154 1.286 -0.02 -0.02 -0.03
H 0.819 -2.092 0.754 -0.05 0.01 -0.05
H -0.732 -2.319 0.251 0.03 0.08 0.00
H -0.267 -1.185 -1.813 0.01 0.01 0.01
H 1.256 -0.660 -1.100 0.01 -0.01 0.01
H -1.202 1.474 1.565 0.01 -0.07 -0.05
H -0.759 2.453 0.095 0.01 -0.05 -0.01
H -1.335 0.625 -1.242 0.04 0.04 0.03
```
Forces are in eV/Å.

The spin multiplicity is 1. As for the energy above the lowest of the compared OMol25 structures with the same formula, charge and spin: 497.9 kJ/mol. Its net charge is 0. The LUMO energy (spin up / spin down) comes out at 0.193 / 0.192 eV. For the orbital gap (spin up / spin down), the calculation gives 0.2817 / 0.2817 hartree.



Below is a 9-piece molecular cluster, C49H100ClI3N5O12 overall, with properties calculated with ωB97M-V with the def2-TZVPD basis set.

```
170
Properties=species:S:1:pos:R:3:forces:R:3
C 5.556 1.293 0.095 -1.07 -0.46 0.79
C 4.490 0.682 0.147 1.18 -0.24 0.91
C 3.274 -0.246 0.374 0.86 0.25 -2.03
C 2.823 -0.600 1.867 -1.36 4.24 -0.75
C 3.312 0.339 3.116 2.46 -1.55 -0.48
C 2.936 1.893 3.069 -0.47 1.19 0.36
C 1.661 2.408 2.333 -2.18 0.28 0.63
O 0.527 2.522 2.754 2.63 -0.74 -0.34
I 1.891 3.152 0.263 0.19 -0.19 0.62
N 4.772 0.481 3.132 -1.41 -0.86 0.22
C 5.443 1.121 4.245 3.16 0.34 0.88
C 6.493 2.256 3.739 -1.33 0.33 0.34
C 6.025 3.725 4.219 0.92 0.30 -1.19
C 5.986 4.688 2.926 -0.32 0.48 0.58
C 2.599 -0.593 4.269 -2.25 2.52 0.63
O 1.295 0.016 4.498 0.46 -0.95 -1.11
Cl 3.127 -0.283 6.028 0.63 -0.76 -1.50
C 2.628 -2.144 3.764 0.94 -0.01 3.89
C 1.709 -3.242 4.541 -1.54 -0.58 -0.81
C 0.903 -2.752 5.790 -0.56 -1.20 1.37
C 0.033 -4.026 6.322 0.67 -0.14 -0.79
N -1.426 -3.770 6.325 0.60 0.07 -0.15
C 3.978 -2.677 4.439 1.09 -2.40 -0.03
O 5.189 -1.928 4.415 -1.50 0.86 -1.33
N 6.190 -2.744 4.964 0.42 0.50 2.48
O 6.389 -2.349 6.060 0.59 -0.98 -1.37
N 2.491 -2.073 2.235 -0.15 0.64 -0.84
C 1.052 -2.066 1.686 -4.36 -0.72 -1.66
C 0.725 -2.172 0.228 -0.04 -0.03 -1.09
C -0.655 -2.137 -0.391 1.42 0.59 6.77
C -1.609 -1.961 0.778 0.21 -0.21 -1.79
C -1.223 -1.814 2.177 0.05 -0.27 -2.02
N 0.064 -1.861 2.600 0.94 -0.42 -1.71
C 3.244 -3.156 1.517 1.32 -1.95 -2.19
I 5.433 -2.870 1.285 -0.36 1.88 0.78
C 2.900 -4.672 1.858 -0.41 -0.93 -0.15
C 1.570 -5.252 1.174 0.66 0.82 -0.94
I 4.511 -5.856 0.890 -1.28 -1.13 0.30
H 6.502 1.874 0.290 -1.71 -0.98 -0.76
H 3.479 -1.162 -0.282 -0.15 1.05 1.21
H 2.409 0.256 -0.187 1.02 -0.68 1.14
H 1.766 -0.149 1.812 1.45 -0.87 0.15
H 3.789 2.496 2.605 -1.07 -1.37 0.45
H 2.896 2.258 4.155 -0.37 -0.61 -1.39
H 5.281 -0.231 2.613 -0.10 0.19 0.62
H 6.099 0.355 4.793 -1.17 0.87 -0.51
H 4.828 1.624 5.041 0.09 -0.92 -1.18
H 6.432 2.263 2.611 0.31 -0.19 1.22
H 7.553 2.034 4.077 -1.33 0.25 -0.44
H 5.019 3.730 4.738 1.09 -0.12 -0.59
H 6.783 4.172 4.931 -0.91 -0.64 -0.70
H 4.952 4.760 2.458 1.15 -0.23 0.58
H 6.701 4.338 2.118 -0.69 0.49 1.09
H 6.255 5.747 3.251 -0.30 -1.32 -0.61
H 0.851 0.273 3.671 0.13 -0.24 0.21
H 0.968 -3.757 3.832 0.87 1.21 0.74
H 2.305 -4.165 4.868 -0.32 1.63 -0.39
H 1.565 -2.481 6.681 -0.67 -0.01 -1.57
H 0.141 -1.935 5.616 1.33 -0.76 -0.16
H 0.419 -4.366 7.341 -0.74 0.59 -1.25
H 0.222 -4.899 5.608 -0.28 0.97 1.00
H -1.600 -2.807 6.636 -0.09 -0.62 -0.20
H -1.827 -3.898 5.384 0.36 0.23 0.73
H 4.243 -3.727 4.047 -0.55 1.35 0.23
H 3.788 -2.871 5.554 -0.42 0.65 -1.65
H 1.549 -2.259 -0.555 -1.01 0.04 1.42
H -0.904 -2.220 -1.482 0.26 0.12 1.38
H -2.713 -1.944 0.522 1.47 0.07 0.50
H -2.031 -1.659 2.957 1.24 -0.19 -1.07
H 3.088 -3.165 0.386 -0.47 0.66 1.82
H 2.948 -5.011 2.924 0.09 0.75 -0.96
H 1.635 -4.944 0.073 -0.25 -0.48 1.41
H 0.614 -4.807 1.582 1.07 -0.67 -0.19
H 1.597 -6.381 1.180 -0.23 1.38 0.34
C -3.618 0.815 -2.157 0.11 0.03 0.25
C -2.818 0.055 -3.204 -0.77 0.20 -0.22
C -3.112 0.564 -4.605 0.18 -0.04 -0.24
O -3.139 -1.336 -3.129 0.31 -0.27 0.29
H -4.693 0.692 -2.322 0.06 0.04 -0.12
H -3.405 0.431 -1.156 0.06 0.06 -0.03
H -3.382 1.882 -2.179 -0.05 -0.05 0.02
H -1.750 0.155 -2.993 -0.02 -0.20 -0.01
H -4.170 0.431 -4.854 -0.01 0.06 0.17
H -2.539 0.001 -5.345 0.07 0.14 0.09
H -2.861 1.623 -4.701 -0.02 -0.06 -0.03
H -4.083 -1.435 -3.316 0.12 0.04 -0.09
C 0.508 -1.988 -8.086 0.14 -0.12 0.23
C -0.734 -1.456 -7.388 0.13 0.19 -0.77
C -1.936 -1.456 -8.320 -0.27 -0.04 0.14
O -0.489 -0.126 -6.930 -0.01 0.06 0.36
H 0.771 -1.363 -8.945 -0.12 -0.06 -0.03
H 1.366 -1.971 -7.409 -0.06 -0.07 -0.05
H 0.357 -3.012 -8.434 0.06 0.06 -0.03
H -0.951 -2.067 -6.508 0.02 0.22 0.08
H -1.757 -0.813 -9.187 0.11 -0.10 0.00
H -2.818 -1.062 -7.809 0.05 -0.09 0.01
H -2.159 -2.465 -8.675 0.00 0.07 -0.02
H -0.296 0.424 -7.700 -0.03 -0.13 0.09
C -7.331 1.058 -4.414 0.23 0.17 0.01
C -7.441 -0.195 -5.266 -0.59 0.09 0.34
C -8.871 -0.429 -5.725 0.15 -0.12 -0.16
O -6.993 -1.323 -4.508 0.44 -0.16 0.02
H -7.945 0.974 -3.512 -0.10 -0.03 -0.11
H -6.300 1.206 -4.082 -0.04 0.05 -0.09
H -7.649 1.943 -4.970 0.01 -0.03 0.06
H -6.785 -0.108 -6.136 0.10 -0.19 0.14
H -9.538 -0.565 -4.871 0.06 0.15 -0.04
H -8.936 -1.339 -6.326 0.05 0.09 -0.01
H -9.236 0.410 -6.321 -0.07 -0.06 0.09
H -7.568 -1.408 -3.736 0.02 0.06 -0.15
C 1.187 6.408 6.114 0.19 0.15 0.17
C 1.202 6.713 4.625 -0.44 -0.53 0.25
C -0.166 6.486 4.000 -0.08 0.16 -0.23
O 2.163 5.879 3.978 0.37 0.03 -0.22
H 0.923 5.361 6.295 -0.13 0.05 -0.08
H 2.178 6.564 6.547 -0.07 0.07 -0.04
H 0.472 7.044 6.641 0.03 -0.07 0.00
H 1.511 7.748 4.465 0.16 -0.16 -0.11
H -0.476 5.441 4.109 0.03 0.03 0.14
H -0.138 6.698 2.928 0.01 0.06 0.09
H -0.922 7.124 4.463 0.02 -0.06 -0.03
H 1.898 4.960 4.114 -0.09 0.20 0.05
C -5.759 -2.792 -0.319 0.16 0.19 -0.20
C -6.816 -2.152 0.567 -0.12 -0.69 -0.09
C -7.155 -3.040 1.755 -0.07 0.13 0.25
O -7.995 -1.915 -0.198 0.01 0.30 -0.08
H -6.116 -3.744 -0.722 0.02 -0.01 0.13
H -5.535 -2.147 -1.173 0.02 0.00 0.09
H -4.831 -2.974 0.230 -0.05 -0.06 -0.01
H -6.460 -1.183 0.924 -0.20 0.04 -0.13
H -7.557 -4.002 1.421 0.14 0.01 -0.06
H -7.923 -2.574 2.376 0.11 0.02 -0.03
H -6.273 -3.228 2.372 -0.06 -0.04 -0.01
H -8.319 -2.767 -0.518 0.05 0.11 0.09
C -12.750 -0.223 -2.995 0.18 -0.12 0.20
C -12.195 0.791 -3.983 -0.72 -0.21 -0.12
C -13.209 1.885 -4.281 0.10 0.28 -0.04
O -11.840 0.128 -5.196 0.17 0.02 -0.06
H -13.640 -0.715 -3.400 -0.03 0.14 0.00
H -12.016 -1.008 -2.798 0.00 0.10 0.02
H -13.015 0.253 -2.048 -0.02 -0.05 -0.04
H -11.282 1.237 -3.578 0.06 -0.10 -0.19
H -14.114 1.465 -4.730 0.02 -0.07 0.13
H -12.801 2.600 -5.000 0.02 -0.03 0.10
H -13.488 2.424 -3.373 -0.03 -0.02 -0.06
H -12.641 -0.269 -5.563 0.10 0.09 0.08
C 3.200 -4.261 -5.766 -0.26 0.09 0.15
C 3.264 -4.757 -7.203 0.66 0.11 0.26
C 4.293 -5.866 -7.360 -0.06 -0.23 -0.17
O 3.599 -3.672 -8.065 -0.24 0.07 -0.14
H 4.165 -3.848 -5.453 0.04 -0.14 -0.05
H 2.465 -3.458 -5.670 -0.01 -0.09 -0.04
H 2.928 -5.068 -5.081 0.04 0.04 -0.01
H 2.281 -5.122 -7.509 0.06 0.17 -0.13
H 5.295 -5.507 -7.101 -0.08 0.03 0.12
H 4.336 -6.204 -8.398 -0.08 0.01 0.08
H 4.053 -6.721 -6.723 0.06 0.03 -0.03
H 4.468 -3.341 -7.803 -0.12 -0.09 -0.05
C 10.634 7.131 2.174 0.00 -0.18 -0.23
C 9.466 7.063 3.146 0.56 0.46 0.19
C 9.079 8.446 3.646 -0.29 0.06 0.04
O 9.820 6.239 4.257 -0.22 -0.29 0.02
H 11.519 7.554 2.658 -0.11 0.10 0.01
H 10.908 6.130 1.833 -0.08 0.06 -0.01
H 10.387 7.742 1.303 0.06 -0.01 0.04
H 8.608 6.596 2.657 0.06 -0.13 0.17
H 9.912 8.914 4.180 0.05 -0.03 -0.13
H 8.248 8.380 4.352 0.01 -0.02 -0.10
H 8.786 9.097 2.819 0.03 0.00 0.06
H 10.579 6.643 4.697 -0.12 -0.04 -0.09
```
Forces are in eV/Å.

The spin multiplicity is 1. As for the energy above the lowest of the compared OMol25 structures with the same formula, charge and spin: 627.3 kJ/mol. Its net charge is +1. The LUMO energy comes out at -3.606 eV. For the orbital gap, the calculation gives 0.2615 hartree.



Which formula does entry 1 have?
C2H6N2O2S



Among the records above, which one has the highest energy above the lowest of the compared OMol25 structures with the same formula, charge and spin?
C49H100ClI3N5O12



Which value of net charge does entry 5 give?
+1